A structure of composition C5H11NO at a distorted geometry, computed with ωB97M-V/def2-TZVPD.

```
18
Properties=species:S:1:pos:R:3:forces:R:3
C 1.5611 0.3305 0.1716 0.0 0.2 0.1
C 0.5115 -0.7674 0.2168 -0.2 0.4 0.1
C 0.1879 -1.2129 1.6443 -0.1 0.1 0.0
N -0.8084 -0.3508 -0.4130 -0.4 1.7 0.0
C -1.2782 1.2393 -0.3783 0.2 -0.3 1.2
C -0.8422 -0.1738 -1.7760 0.5 -1.0 -1.4
O 0.0920 0.1001 -2.4919 -0.1 -0.5 -0.4
H 1.2039 1.1804 0.7593 0.2 0.0 0.0
H 2.5097 -0.0027 0.6033 -0.1 0.0 0.0
H 1.7253 0.6474 -0.8611 0.1 0.0 0.2
H 0.9303 -1.6542 -0.3058 -0.7 0.6 -0.3
H -0.4706 -2.0886 1.6497 0.1 0.2 -0.1
H 1.0924 -1.4591 2.2156 -0.1 0.1 -0.2
H -0.3273 -0.3958 2.1569 0.0 -0.1 0.1
H -1.8584 1.3079 0.5203 0.0 0.3 0.6
H -0.4085 1.9001 -0.4187 0.0 -0.4 0.3
H -1.9316 1.6627 -1.1879 0.5 -1.3 0.4
H -1.8889 -0.2630 -2.1051 0.1 0.0 -0.6
```
Forces are in eV/Å.

Values from the calculation:
total charge	0
energy relative to the best compared isomer or geometry (same formula, charge and spin)	236.15	kJ/mol
HOMO energy	-9.63	eV
E_LUMO	0.92	eV
orbital gap	0.388	Eh
E	-327.0414	Eh